Entry 1:
# C32H51BeBr3ClCsF9N2NaO10PS

C32H51BeBr3ClCsF9N2NaO10PS as an isolated structure at a distorted geometry (wB97M-V/def2-TZVPD, the OMol25 dataset).

```
113
C32H51BeBr3ClCsF9N2NaO10PS, DFT wB97M-V/def2-TZVPD
C 2.368 -1.440 -3.787
C 1.771 -2.170 -2.554
C 0.604 -1.362 -1.914
C -0.601 -1.818 -2.784
N 0.400 -1.529 -0.433
P 0.103 -3.309 0.007
S 1.621 -4.468 -0.016
C -0.944 -0.916 -0.072
C -1.022 0.594 -0.373
N -1.738 0.956 -1.617
C -0.974 1.860 -2.484
C -2.970 1.673 -1.255
C -4.289 0.997 -1.378
O -2.934 2.815 -0.838
O 0.254 1.233 -0.323
C 0.915 0.631 0.809
C 1.337 -0.832 0.522
C 2.833 -0.749 0.145
C 3.207 0.308 -0.897
O 4.235 -0.174 -1.783
C 4.411 0.768 -2.794
C 5.375 1.924 -2.411
F 6.043 1.584 -1.257
F 6.320 1.995 -3.354
C 4.706 3.301 -2.218
F 5.570 4.042 -1.391
F 3.490 3.255 -1.578
C 4.514 4.155 -3.495
F 5.671 4.538 -4.014
F 3.908 5.298 -3.067
C 3.585 3.573 -4.576
F 2.390 3.229 -4.072
F 4.178 2.563 -5.231
C 1.396 -1.513 1.953
O 2.369 -2.249 2.168
O 0.526 -1.249 2.823
H 1.957 -0.436 -3.924
H 3.453 -1.442 -3.735
H 2.131 -2.000 -4.692
H 1.397 -3.108 -2.956
H 2.565 -2.459 -1.873
H 0.745 -0.335 -2.231
H -1.521 -1.275 -2.594
H -0.304 -1.549 -3.800
H -0.712 -2.899 -2.801
H -0.873 -3.783 -0.892
H -0.509 -3.312 1.278
H -1.769 -1.491 -0.491
H -1.124 -1.024 1.003
H -1.580 1.046 0.459
H -0.031 1.441 -2.829
H -0.775 2.841 -2.048
H -1.577 2.037 -3.378
H -4.821 0.931 -0.291
H -4.214 -0.029 -1.809
H -4.944 1.641 -1.956
H 0.224 0.707 1.652
H 1.783 1.225 1.090
H 3.319 -0.421 1.062
H 3.288 -1.722 -0.027
H 3.684 1.160 -0.374
H 2.364 0.739 -1.443
H 3.459 1.146 -3.175
H 4.883 0.236 -3.621
H 3.410 4.374 -5.301
Be -3.871 -0.759 -3.294
Cl -6.324 1.367 0.512
F 3.703 -3.844 4.540
O -5.875 4.194 2.130
H -5.909 3.970 3.079
H -5.834 3.359 1.573
H -5.127 4.785 1.928
C 7.713 -2.200 -2.753
Br 7.754 -2.307 -4.671
Br 7.979 -0.371 -2.122
Br 6.118 -2.973 -2.012
H 8.548 -2.781 -2.383
O 6.670 -5.588 0.886
C 6.531 -5.548 2.182
C 5.080 -4.801 2.500
O 4.932 -4.722 3.807
H 7.280 -4.965 2.763
H 6.486 -6.510 2.731
H 4.320 -5.371 1.943
H 5.158 -3.879 1.924
Cs 7.909 -0.375 0.223
O -2.510 5.158 7.120
C -2.607 4.281 6.311
O -2.110 3.066 6.574
C -2.310 1.917 5.735
C -1.264 1.854 4.638
C -3.217 4.544 4.952
H -3.333 1.884 5.356
H -2.195 1.052 6.384
H -1.320 2.716 3.968
H -1.383 0.947 4.042
H -0.268 1.854 5.078
H -2.466 4.975 4.292
H -4.032 5.256 5.083
H -3.645 3.653 4.491
Na 4.103 3.977 0.094
C -10.558 -3.415 1.372
C -9.568 -3.060 2.278
C -8.776 -1.945 2.040
C -8.978 -1.179 0.900
C -9.971 -1.533 -0.004
C -10.758 -2.652 0.229
H -11.174 -4.286 1.555
H -9.414 -3.654 3.170
H -8.000 -1.672 2.744
H -8.362 -0.307 0.719
H -10.131 -0.934 -0.892
H -11.528 -2.930 -0.479
```

Calculated values
E: -330035.7535 eV
LUMO energy: -4.94 eV
HOMO-LUMO gap: 2.32 eV
net charge: +1
F_max: 14.14 eV/A
HOMO: -7.265 eV



Entry 2:
# C18H19AsCl2MnN4O8S2

C18H19AsCl2MnN4O8S2 as an isolated structure (wB97M-V/def2-TZVPD, the OMol25 dataset).

```
55
C18H19AsCl2MnN4O8S2, DFT wB97M-V/def2-TZVPD
Mn 0.012 -0.209 -0.714
C -4.025 3.951 0.147
C -3.436 4.068 -1.259
N -1.985 3.998 -1.274
C -1.271 2.844 -1.202
S -2.048 1.335 -1.359
N 0.026 3.051 -1.014
N 0.804 1.978 -0.998
C 2.066 2.154 -0.781
C 2.677 3.502 -0.533
C 2.899 0.963 -0.801
C 4.293 1.026 -0.758
C 5.029 -0.142 -0.814
C 4.370 -1.356 -0.908
C 2.986 -1.340 -0.934
N 2.276 -0.222 -0.884
H -5.116 3.982 0.106
H -3.674 4.766 0.783
H -3.719 3.002 0.585
H -3.722 5.017 -1.715
H -3.806 3.254 -1.879
H -1.477 4.820 -0.990
H 1.876 4.228 -0.452
H 3.337 3.791 -1.356
H 3.260 3.490 0.391
H 4.791 1.982 -0.691
H 6.111 -0.106 -0.785
H 4.902 -2.295 -0.951
H 2.421 -2.261 -0.989
O 2.075 -1.615 2.292
As 0.623 -0.637 2.490
O 0.899 0.343 3.748
O 0.219 0.204 1.077
C -0.824 -1.888 2.905
C -1.266 -1.879 4.222
C -2.327 -2.686 4.604
C -2.967 -3.490 3.670
C -2.538 -3.502 2.354
C -1.462 -2.712 1.979
S -1.056 -2.649 0.244
O 0.407 -2.499 0.137
O -1.551 -3.851 -0.370
O -1.691 -1.402 -0.212
H 1.892 -2.187 1.526
H -0.765 -1.214 4.915
H -2.662 -2.684 5.633
H -3.811 -4.096 3.973
H -3.011 -4.118 1.600
Cl -0.702 -4.020 -4.567
C 0.156 -2.959 -3.460
Cl 1.892 -2.922 -3.873
C -0.376 -1.491 -3.506
O -1.044 -1.117 -4.435
O -0.024 -0.832 -2.458
H 0.059 -3.367 -2.458
```

Calculated values
E: -180194.1516 eV
energy relative to the best compared isomer or geometry (same formula, charge and spin): 9.4 kcal per mole
LUMO energy (spin up / spin down): 1.24 / 2.16 eV
<S²>: 6.04
HOMO-LUMO gap (spin up / spin down): 6.26 / 7.18 eV
net charge: -1
F_max: 0.99 eV/A
HOMO (spin up / spin down): -5.024 / -5.020 eV
spin multiplicity: 5



Entry 3:
# C57H46N15STl

C57H46N15STl as an isolated structure (wB97M-V/def2-TZVPD, the OMol25 dataset).

```
120
C57H46N15STl, DFT wB97M-V/def2-TZVPD
Tl 1.050 1.235 -0.246
C -3.612 -1.960 -3.244
C -3.557 -2.460 -1.779
C -1.447 -2.605 -1.147
C -0.333 -1.905 -1.792
C 0.979 -1.737 -1.559
N 1.809 -2.467 -0.723
C 2.657 -1.890 0.032
C 3.708 -2.622 0.787
C 4.021 -3.960 0.893
C 5.078 -4.309 1.731
C 5.796 -3.338 2.423
C 5.489 -1.986 2.286
C 4.440 -1.655 1.456
C 3.842 -0.344 1.083
N 4.374 0.787 1.547
C 4.129 1.957 0.974
N 3.445 2.195 -0.144
C 3.585 3.534 -0.469
N 3.123 4.169 -1.489
C 2.401 3.559 -2.485
N 2.135 2.155 -2.528
C 1.449 1.948 -3.581
N 0.588 0.887 -3.853
C 0.563 -0.263 -3.098
N 1.538 -0.703 -2.388
C -0.729 -0.973 -2.872
C -2.788 -0.714 -3.646
C 1.104 3.176 -4.367
C 1.435 3.350 -5.820
C 1.731 4.575 -6.268
C 1.916 5.717 -5.373
C 2.004 5.531 -4.043
C 1.809 4.202 -3.530
C 4.383 4.207 0.591
C 4.741 5.522 0.793
C 5.437 5.826 1.961
C 5.765 4.834 2.881
C 5.412 3.504 2.659
C 4.718 3.216 1.503
N 2.793 -0.522 0.292
H -4.574 -2.058 -3.745
H -4.491 -2.837 -1.367
H -1.133 -3.186 -0.283
H 3.464 -4.707 0.342
H 5.347 -5.352 1.847
H 6.610 -3.639 3.070
H 6.049 -1.220 2.806
H -3.255 -0.035 -4.356
H 1.311 2.506 -6.490
H 1.880 4.731 -7.330
H 2.082 6.694 -5.807
H 2.302 6.326 -3.372
H 4.486 6.284 0.069
H 5.723 6.851 2.162
H 6.296 5.102 3.785
H 5.672 2.724 3.362
C -2.502 -3.951 -4.663
C -2.405 -2.880 -3.608
C -2.359 -3.383 -2.132
C -2.660 -1.645 -0.810
C -2.478 -0.184 -1.154
N -2.714 0.793 -0.397
C -3.422 0.735 0.796
C -4.656 0.084 0.906
C -5.412 0.157 2.063
C -4.972 0.889 3.163
C -5.791 0.998 4.421
C -3.759 1.556 3.042
C -3.005 1.498 1.880
N -1.795 2.251 1.813
C -0.657 2.012 2.509
C 0.172 3.084 2.293
C -0.575 3.937 1.455
N -1.766 3.435 1.175
C -1.944 0.026 -2.556
C -1.575 -1.613 -4.005
N -1.655 1.368 -3.040
C -0.737 1.495 -4.167
C -0.456 3.016 -4.217
C -0.999 3.424 -2.870
N -1.619 2.502 -2.253
H -3.271 -4.681 -4.399
H -1.550 -4.479 -4.760
H -2.759 -3.525 -5.636
H -2.394 -4.466 -2.019
H -2.956 -1.738 0.232
H -5.026 -0.462 0.047
H -6.365 -0.360 2.108
H -6.494 0.170 4.506
H -6.366 1.926 4.433
H -5.153 0.999 5.306
H -3.384 2.163 3.859
H -0.529 1.104 3.075
H 1.165 3.230 2.682
H -0.292 4.894 1.047
H -1.126 -1.646 -4.997
H -1.157 1.049 -5.066
H -0.972 3.523 -5.033
H -0.922 4.414 -2.447
C -2.920 -4.829 3.730
N -2.327 -3.498 3.726
C -3.309 -2.439 3.593
C -1.038 -3.302 3.309
S -0.576 -1.990 2.381
N -0.151 -4.262 3.692
C 1.174 -4.290 3.100
C -0.221 -4.889 5.005
H -3.683 -4.885 2.948
H -3.399 -5.049 4.687
H -2.171 -5.587 3.525
H -4.039 -2.535 4.399
H -3.837 -2.501 2.634
H -2.825 -1.470 3.651
H 1.109 -4.085 2.035
H 1.596 -5.284 3.257
H 1.837 -3.544 3.549
H -1.119 -4.583 5.532
H 0.644 -4.577 5.597
H -0.204 -5.978 4.926
```

Calculated values
E: -97732.1068 eV
energy relative to the best compared isomer or geometry (same formula, charge and spin): 105.0 kcal per mole
LUMO energy: -0.77 eV
HOMO-LUMO gap: 6.30 eV
F_max: 0.59 eV/A
HOMO: -7.073 eV



Entry 4:
# C9H22I3N3O3P

A 2-piece molecular cluster, C9H22I3N3O3P overall at a distorted geometry (wB97M-V/def2-TZVPD, the OMol25 dataset).

```
41
C9H22I3N3O3P, DFT wB97M-V/def2-TZVPD
C -2.174 0.948 4.613
C -1.812 1.813 3.386
C -2.391 1.270 2.089
I -2.525 2.876 0.611
N -1.758 0.040 1.558
C -0.500 -0.280 2.043
N -0.431 -1.193 3.048
I -2.078 -2.472 3.190
N 0.618 0.214 1.580
C 0.603 1.159 0.443
P 2.251 -0.189 2.205
O 2.043 -0.242 3.812
I 3.508 1.900 1.956
H -1.353 0.343 4.970
H -2.422 1.627 5.420
H -3.069 0.371 4.420
H -2.318 2.755 3.547
H -0.753 2.054 3.333
H -3.425 1.036 2.283
H -1.819 -0.032 0.550
H 0.341 -1.832 2.875
H 1.532 1.116 -0.103
H 0.391 2.141 0.843
H -0.165 0.888 -0.264
H 2.394 -1.096 4.121
C -0.661 -0.458 -2.853
O 0.697 -0.080 -2.732
C 1.569 -1.205 -2.657
C 2.287 -1.441 -3.967
O 1.387 -1.873 -4.971
C 1.055 -0.855 -5.904
H -1.247 0.437 -3.056
H -0.814 -1.169 -3.668
H -1.013 -0.904 -1.910
H 1.019 -2.102 -2.357
H 2.313 -0.986 -1.882
H 3.022 -2.239 -3.824
H 2.821 -0.539 -4.279
H 1.916 -0.620 -6.535
H 0.709 0.053 -5.402
H 0.253 -1.235 -6.534
```

Calculated values
E: -53885.6208 eV
LUMO energy: -4.51 eV
HOMO-LUMO gap: 7.09 eV
net charge: +1
F_max: 1.72 eV/A
HOMO: -11.606 eV



Entry 5:
# C2ClN5

A 2-piece molecular cluster, C2ClN5 overall at a distorted geometry (wB97M-V/def2-TZVPD, the OMol25 dataset).

```
8
C2ClN5, DFT wB97M-V/def2-TZVPD
C -0.615 1.139 -0.053
C 1.787 -0.326 0.037
N 0.129 2.017 0.152
N 0.873 -0.986 -0.164
N -1.619 0.385 -0.112
N -1.962 -1.923 -0.014
N -1.735 -0.836 -0.103
Cl 3.141 0.531 0.258
```

Calculated values
E: -22042.7182 eV
energy relative to the best compared isomer or geometry (same formula, charge and spin): 7.0 kcal per mole
LUMO energy: 0.51 eV
HOMO-LUMO gap: 10.72 eV
F_max: 5.39 eV/A
HOMO: -10.203 eV



Entry 6:
# C40H33Cl2MnN3O6

C40H33Cl2MnN3O6 as an isolated structure (wB97M-V/def2-TZVPD, the OMol25 dataset).

```
85
C40H33Cl2MnN3O6, DFT wB97M-V/def2-TZVPD
Mn 0.898 0.628 -0.051
O 5.391 -5.840 -1.176
C 5.928 -4.622 -1.416
O 7.076 -4.521 -1.730
C 5.031 -3.429 -1.285
C 5.450 -2.227 -1.855
C 4.706 -1.074 -1.742
C 3.485 -1.022 -1.028
C 3.103 -2.263 -0.540
C 3.814 -3.438 -0.622
N 2.782 0.143 -0.791
C 3.545 1.267 -0.812
C 3.007 2.486 -0.385
C 3.709 3.712 -0.430
C 3.094 4.852 -0.001
C 1.770 4.790 0.473
C 1.141 3.573 0.501
N 1.744 2.437 0.105
H 4.434 -5.787 -1.071
H 6.386 -2.216 -2.397
H 5.064 -0.186 -2.240
H 1.291 -3.083 -0.435
H 3.421 -4.321 -0.134
H 4.600 1.229 -1.037
H 4.721 3.724 -0.810
H 3.620 5.797 -0.028
H 1.250 5.669 0.821
H 0.137 3.470 0.886
Cl 0.846 -4.976 0.603
C 1.055 -3.743 1.817
C 0.685 -3.972 3.118
C 0.737 -2.906 3.999
Cl 0.316 -3.210 5.649
C 1.065 -1.584 3.606
C 1.115 -0.514 4.506
C 1.447 0.760 4.033
C 1.617 0.964 2.701
N 1.511 -0.036 1.751
C 1.350 -1.323 2.212
C 1.447 -2.459 1.420
O 1.764 -2.345 0.014
H 0.353 -4.948 3.440
H 0.929 -0.692 5.553
H 1.564 1.593 4.711
H 1.848 1.943 2.323
C -1.613 -1.330 -2.246
C -1.314 -1.422 -0.784
O -0.247 -0.972 -0.349
C -2.270 -2.045 0.152
C -2.089 -1.861 1.524
C -2.972 -2.437 2.418
C -4.036 -3.197 1.946
C -4.228 -3.376 0.582
C -3.349 -2.795 -0.317
H -0.804 -0.817 -2.759
H -2.548 -0.784 -2.395
H -1.759 -2.326 -2.667
H -1.271 -1.248 1.876
H -2.834 -2.291 3.482
H -4.726 -3.648 2.647
H -5.060 -3.965 0.223
H -3.505 -2.935 -1.378
C -6.088 3.989 -2.440
C -4.765 3.438 -1.991
C -3.761 3.160 -2.904
C -2.521 2.669 -2.517
C -1.520 2.428 -3.622
C -2.292 2.426 -1.149
C -3.289 2.739 -0.190
C -3.155 2.579 1.305
C -4.502 3.234 -0.642
C -1.052 1.757 -0.741
O -0.126 1.429 -1.557
O -0.820 1.396 0.469
H -6.231 3.850 -3.510
H -6.145 5.058 -2.231
H -6.913 3.510 -1.915
H -3.939 3.342 -3.957
H -1.552 1.385 -3.945
H -0.497 2.652 -3.339
H -1.790 3.039 -4.481
H -2.222 2.966 1.703
H -3.200 1.528 1.595
H -3.980 3.100 1.788
H -5.267 3.475 0.086
```

Calculated values
E: -115129.8408 eV
energy relative to the best compared isomer or geometry (same formula, charge and spin): 108.5 kcal per mole
LUMO energy (spin up / spin down): -3.32 / -3.56 eV
<S²>: 6.07
HOMO-LUMO gap (spin up / spin down): 5.00 / 7.61 eV
net charge: +1
F_max: 0.57 eV/A
HOMO (spin up / spin down): -8.324 / -11.169 eV
spin multiplicity: 5